This record from OMol25 describes a cluster of 2 separate species, C2H6N4O2 in total. The level of theory is wB97M-V/def2-TZVPD.

XYZ file:
```
14
Properties=species:S:1:pos:R:3
C 1.5687 -0.8974 0.0842
C -1.6742 -0.0538 -0.0068
H -0.0117 0.6803 -0.3494
H 1.6837 2.1668 -1.0635
H 2.0827 -1.6853 0.3643
H -1.1618 -1.1399 -1.5489
H -1.5394 0.8535 1.9649
H -0.1620 0.3229 1.1488
N 1.3499 1.3159 -0.1905
N 2.1174 0.2198 -0.1364
N -0.5811 -0.5633 -0.8927
N -1.1133 -0.1083 1.2920
O 0.2190 -1.4506 -0.1035
O -2.7777 0.3395 -0.5626
```

LUMO   0.32 eV
Frontier orbital gap   8.6 eV

***

This record from OMol25 describes a structure of composition C16H21CdN4O5PSe4. The level of theory is wB97M-V/def2-TZVPD.

XYZ file:
```
52
Properties=species:S:1:pos:R:3
Cd -0.5961 0.3304 -1.2660
Se -1.3843 3.6761 -3.8858
Se -1.3747 1.7307 -5.1780
Se -2.1874 0.0095 -3.7314
Se -1.3213 -1.8922 -4.7706
N -1.1939 2.6086 -0.8876
N -2.3674 2.6795 -0.0992
C -3.1088 1.4907 0.1410
O -4.2073 1.6434 0.6626
O -2.5341 0.3919 -0.1384
H -0.4476 3.1409 -0.4351
H -1.3288 2.9825 -1.8433
H -2.9812 3.4594 -0.3247
C 0.8249 1.2552 4.7383
C 2.0978 0.9588 4.2596
C 2.3218 0.8229 2.9018
C 1.2639 0.9857 2.0051
C -0.0067 1.2868 2.4847
C -0.2234 1.4185 3.8472
N 1.3765 0.8524 0.5911
N 2.5041 0.5258 0.1471
C 2.5706 0.3179 -1.2642
C 3.8703 0.2666 -1.7762
C 4.0633 0.0751 -3.1290
C 2.9555 -0.0830 -3.9571
C 1.6691 -0.0548 -3.4298
C 1.4345 0.1384 -2.0692
H 0.6556 1.3536 5.8032
H 2.9179 0.8301 4.9565
H 3.3021 0.5856 2.5105
H -0.8145 1.4075 1.7739
H -1.2180 1.6436 4.2105
H 4.7041 0.3915 -1.0935
H 5.0656 0.0455 -3.5415
H 3.0908 -0.2405 -5.0203
H 0.8354 -0.2061 -4.1018
C 1.4086 -2.6221 0.8967
O 0.0751 -3.1179 0.8734
P -1.0950 -2.0068 0.5808
O -2.2719 -2.9943 0.0709
C -2.4429 -3.1098 -1.3451
O -1.5856 -1.8547 2.1222
C -2.7899 -1.1710 2.4575
H 2.0677 -3.4887 0.8906
H 1.5948 -2.0354 1.7996
H 1.6159 -2.0065 0.0172
H -3.3492 -3.6896 -1.5070
H -1.5976 -3.6067 -1.8144
H -2.5642 -2.1242 -1.7989
H -3.1037 -1.5608 3.4256
H -3.5661 -1.3413 1.7150
H -2.6244 -0.0985 2.5255
```

LUMO   3.92 eV
Frontier orbital gap   4.5 eV
Net charge   -2

***

This record from OMol25 describes a structure of composition C38H36Cl2N3O7TeTi. The level of theory is wB97M-V/def2-TZVPD.

XYZ file:
```
88
Properties=species:S:1:pos:R:3
Ti -1.0430 1.6442 1.5792
O -0.9227 1.4763 -1.3186
C -0.5052 2.5962 -2.0726
C -1.0777 3.8991 -1.5073
N -0.8680 3.9712 -0.0737
C -1.9716 4.6115 0.6195
C -3.0151 3.5212 0.9737
O -4.1235 3.8195 1.3669
O -2.5916 2.3188 0.7843
C 0.4388 4.3808 0.3886
C 0.7181 3.6694 1.7419
O 1.8340 3.6697 2.2184
O -0.3272 3.1485 2.2827
H -1.8813 1.5179 -1.1755
H 0.5874 2.5871 -2.0347
H -0.8168 2.4979 -3.1248
H -0.6518 4.7569 -2.0512
H -2.1618 3.8944 -1.6755
H -1.6337 5.0483 1.5642
H -2.4502 5.4056 0.0263
H 1.2162 4.0869 -0.3178
H 0.5219 5.4687 0.5544
Cl -2.8656 -2.4713 0.2320
C -3.4264 -1.6106 1.6165
C -4.4991 -2.0406 2.4001
C -4.9353 -1.2654 3.4504
Cl -6.2869 -1.7971 4.3891
C -4.3161 -0.0345 3.7727
C -4.7401 0.8661 4.7732
C -4.0543 2.0373 4.9628
C -2.9200 2.3079 4.1800
N -2.5084 1.4961 3.2401
C -3.1864 0.3556 3.0042
C -2.7402 -0.4306 1.8953
O -1.7327 -0.0306 1.1738
H -4.9875 -2.9761 2.1702
H -5.6072 0.6288 5.3723
H -4.3756 2.7558 5.7006
H -2.3413 3.2136 4.3269
C -0.9229 -5.1204 -5.1449
C -0.6674 -4.1433 -4.0377
C -0.4447 -2.8028 -4.3106
C -0.1846 -1.8933 -3.2957
C -0.0131 -0.4504 -3.6487
C -0.0973 -2.3180 -1.9710
Te 0.4407 -0.9313 -0.2562
N 0.5747 0.9962 0.8517
C 0.9388 0.5638 2.0395
O 0.0951 0.6565 2.9830
C 2.3199 0.0409 2.2203
C 2.6033 -1.3201 2.2661
C 3.9237 -1.7433 2.3156
C 4.9564 -0.8207 2.3304
C 4.6675 0.5342 2.3302
C 3.3566 0.9669 2.2618
C 2.3431 -0.4004 -1.1382
C 2.7021 0.9397 -1.0336
C 3.9054 1.4083 -1.5235
C 4.7793 0.5278 -2.1361
C 4.4506 -0.8124 -2.2089
C 3.2457 -1.2998 -1.7134
C 2.9679 -2.7645 -1.7926
C -0.3355 -3.6628 -1.6776
C -0.2249 -4.2542 -0.3019
C -0.6220 -4.5460 -2.7128
H -1.1836 -4.5980 -6.0619
H -1.7276 -5.8067 -4.8907
H -0.0234 -5.7087 -5.3269
H -0.4820 -2.4500 -5.3326
H 0.0847 -0.3272 -4.7245
H 0.8684 -0.0406 -3.1593
H -0.8910 0.0957 -3.3096
H 1.7979 -2.0470 2.2892
H 4.1427 -2.8011 2.3455
H 5.9846 -1.1551 2.3555
H 5.4626 1.2635 2.3736
H 3.1210 2.0213 2.2627
H 2.0264 1.6099 -0.5184
H 4.1622 2.4513 -1.4177
H 5.7128 0.8831 -2.5434
H 5.1493 -1.5084 -2.6502
H 3.8950 -3.3314 -1.7864
H 2.4294 -2.9998 -2.7088
H 2.3435 -3.0592 -0.9509
H -0.3537 -3.5049 0.4766
H 0.7537 -4.7181 -0.1813
H -0.9728 -5.0325 -0.1771
H -0.8108 -5.5816 -2.4673
```

LUMO (spin up / spin down)   -0.34 / -1.56 eV
2S+1   2
Frontier orbital gap (spin up / spin down)   7.4 / 6.5 eV
<S²>   0.755

***

Record order is preserved below.
Energy relative to the best compared isomer or geometry (same formula, charge and spin): 192.27 0.00 69.38 kcal per mole